{
  "formula": "C8H14",
  "method": "ωB97M-V/def2-TZVPD",
  "lumo_energy_ha": 0.045,
  "homo_energy_ev": -8.34,
  "smiles": "C/C=C/C=C/CCC",
  "energy_ha": -313.1763,
  "e_above_lowest_ev": 1.1172,
  "elements": ["C", "C", "C", "C", "C", "C", "C", "C", "H", "H", "H", "H", "H", "H", "H", "H", "H", "H", "H", "H", "H", "H"],
  "coordinates": [[2.578, -3.143, 1.681], [1.645, -1.979, 1.797], [1.545, -1.027, 0.870], [0.572, 0.082, 0.900], [0.150, 0.689, -0.204], [-0.867, 1.798, -0.208], [-2.177, 1.409, -0.955], [-2.207, 1.896, -2.414], [3.276, -3.033, 0.858], [2.009, -4.058, 1.496], [3.156, -3.328, 2.586], [0.982, -1.934, 2.657], [2.187, -1.085, -0.010], [0.171, 0.303, 1.884], [0.451, 0.395, -1.201], [-1.130, 2.141, 0.791], [-0.434, 2.648, -0.740], [-3.020, 1.854, -0.443], [-2.225, 0.327, -0.972], [-1.729, 2.870, -2.511], [-3.239, 1.967, -2.768], [-1.693, 1.208, -3.092]],
  "lowdin_charge": [-0.113, -0.171, -0.136, -0.115, -0.122, -0.212, -0.246, -0.119, 0.068, 0.073, 0.068, 0.102, 0.109, 0.110, 0.114, 0.103, 0.099, 0.094, 0.098, 0.063, 0.065, 0.068]
}